This record from the Open Molecules 2025 dataset describes a molecular structure, C46H43BiN7PS. The level of theory is ωB97M-V/def2-TZVPD.

CARTESIAN COORDINATES (ANGSTROEM)
Bi -0.40 0.52 0.19
C 2.46 -0.04 -2.72
C 3.12 -1.33 -2.24
C 3.47 -1.37 -0.78
C 4.74 -0.98 -0.36
C 5.08 -1.09 0.97
C 4.15 -1.63 1.85
C 2.92 -2.00 1.34
N 2.56 -1.85 0.07
N 1.01 0.15 -2.51
C 0.22 -0.85 -3.26
C 0.08 -2.20 -2.59
C 0.44 -3.37 -3.24
C 0.29 -4.58 -2.58
C -0.22 -4.57 -1.29
C -0.59 -3.36 -0.73
N -0.45 -2.20 -1.37
C 0.71 1.47 -3.06
C -0.70 1.96 -2.89
C -1.28 2.69 -3.92
C -2.53 3.24 -3.76
C -3.20 3.03 -2.56
C -2.58 2.29 -1.59
N -1.35 1.75 -1.73
H 2.66 0.06 -3.80
H 2.97 0.80 -2.24
H 4.05 -1.40 -2.81
H 2.52 -2.20 -2.49
H 5.46 -0.61 -1.08
H 6.06 -0.79 1.32
H 4.38 -1.79 2.89
H 2.18 -2.48 1.98
H 0.63 -0.98 -4.27
H -0.80 -0.45 -3.37
H 0.85 -3.34 -4.24
H 0.57 -5.51 -3.06
H -0.34 -5.49 -0.73
H -1.02 -3.31 0.26
H 0.96 1.50 -4.14
H 1.37 2.21 -2.59
H -0.73 2.82 -4.85
H -2.99 3.82 -4.56
H -4.18 3.44 -2.38
H -3.08 2.10 -0.65
C 2.16 5.16 0.51
N 1.78 4.35 1.67
C 1.55 4.84 2.94
C 1.23 3.79 3.72
N 1.27 2.66 2.92
C 1.60 3.02 1.65
S 1.83 2.04 0.28
C 1.02 1.34 3.44
C 1.39 1.09 4.75
C 1.04 -0.13 5.30
C 0.35 -1.05 4.53
C 0.06 -0.71 3.23
N 0.39 0.46 2.67
H 2.23 6.19 0.82
H 1.40 5.06 -0.26
H 3.11 4.82 0.12
H 1.65 5.88 3.19
H 0.93 3.76 4.75
H 1.94 1.82 5.32
H 1.32 -0.36 6.33
H 0.05 -2.01 4.93
H -0.48 -1.39 2.58
C -5.67 -2.85 4.26
C -6.00 -2.88 2.91
C -5.22 -2.18 2.00
C -4.12 -1.45 2.43
C -3.78 -1.46 3.78
C -4.56 -2.15 4.70
P -3.05 -0.56 1.26
C -4.15 -0.27 -0.18
C -3.89 -0.95 -1.37
C -4.71 -0.75 -2.48
C -5.78 0.13 -2.41
C -6.04 0.80 -1.22
C -5.23 0.60 -0.11
C -2.90 1.14 1.92
C -3.77 1.75 2.83
C -3.61 3.09 3.14
C -2.59 3.83 2.55
C -1.71 3.21 1.66
C -1.83 1.86 1.37
H -6.29 -3.39 4.97
H -6.86 -3.43 2.57
H -5.49 -2.21 0.95
H -2.91 -0.91 4.13
H -4.30 -2.14 5.75
H -3.06 -1.64 -1.43
H -4.51 -1.29 -3.40
H -6.42 0.28 -3.27
H -6.89 1.47 -1.15
H -5.46 1.12 0.81
H -4.58 1.18 3.27
H -4.28 3.56 3.85
H -2.49 4.88 2.77
H -0.94 3.81 1.19

Results
Orbital gap: 7.48 eV
Molecular weight: 965.92 g/mol
HOMO level: -12.70 eV
Net charge: +2
2S+1: 1